Here is 2 unconnected molecules or ions with the total composition C5H15NO from the OMol25 dataset. Energies are from wB97M-V/def2-TZVPD.

Geometry (Å):
H (3.831, -0.932, 0.140)
H (-3.844, 2.962, -0.179)
H (0.901, -0.858, -0.118)
N (1.761, -1.031, 0.417)
C (-1.724, 3.091, -1.707)
C (0.445, -2.558, 1.814)
H (-3.818, 1.173, -0.090)
H (-2.311, 4.024, -1.726)
H (-0.937, 3.186, -0.939)
C (2.912, -0.857, -0.465)
C (1.697, -2.382, 0.969)
H (-2.470, 2.124, 0.608)
H (2.596, -2.519, 1.601)
H (0.434, -1.820, 2.633)
H (2.959, -1.609, -1.271)
O (-2.544, 1.964, -1.474)
H (-1.242, 2.958, -2.690)
H (2.872, 0.146, -0.922)
C (-3.194, 2.072, -0.223)
H (1.724, -3.153, 0.175)
H (0.412, -3.570, 2.251)
H (-0.458, -2.412, 1.197)

Frontier orbital gap (eV): 9.71
HOMO energy (Eh): -0.32487
E_tot (Ha): -329.447854
Structure (SMILES): CCNC.COC